1.
Formula: C6H16N2
Source: OMol25
Level of theory: the ωB97M-V functional and the def2-TZVPD basis

SMILES string: CCNCCCCN
Calculated total energy, hartree: -347.66074
2S+1: 1

Each line ends with the Löwdin charge.
Cartesian coordinates (Å):
1 C -0.07562 -0.02301 -0.43376  -0.21
2 C 0.56507 -0.68373 -1.69700  -0.22
3 C -0.33613 -0.23687 -2.84209  -0.31
4 N -0.45548 -1.31630 -3.85874  -0.03
5 C 0.92913 -0.28752 0.65214  -0.21
6 N 0.77691 0.36946 2.02879  -0.09
7 C -0.33432 1.23253 2.43687  -0.31
8 C -0.85274 0.97581 3.84260  -0.11
9 H -0.25744 1.01897 -0.73834  0.12
10 H -1.06486 -0.51230 -0.39643  0.12
11 H 0.63132 -1.78368 -1.57809  0.12
12 H 1.61944 -0.42007 -1.84074  0.11
13 H -1.37720 0.00589 -2.56559  0.11
14 H -0.05048 0.75686 -3.27492  0.11
15 H 0.41066 -1.70548 -4.24290  0.06
16 H -0.91854 -1.02012 -4.69744  0.04
17 H 1.92928 0.02067 0.36630  0.10
18 H 0.96947 -1.32102 0.89035  0.10
19 H 0.99160 -0.35460 2.71810  0.09
20 H -1.20827 1.17176 1.74014  0.11
21 H 0.01408 2.27177 2.32566  0.10
22 H -1.88249 1.31146 3.93025  0.06
23 H -0.34342 1.38759 4.71141  0.07
24 H -0.99389 -0.10955 3.98564  0.07

---

2.
Formula: C5H6N2O2
Source: OMol25
Level of theory: the ωB97M-V functional and the def2-TZVPD basis

SMILES string: C=NCCC(=O)N=C=O
Calculated total energy, hartree: -454.06925
2S+1: 1

Each line ends with the Löwdin charge.
Cartesian coordinates (Å):
1 C -0.22966 1.78903 -0.28724  -0.47
2 C -1.80133 1.40771 1.54698  -0.25
3 C 1.07715 0.92426 -0.51636  -0.10
4 C 0.85199 -0.50612 -0.13540  -0.31
5 C -0.40319 -2.47572 -0.54851  -0.06
6 N -0.79097 1.36030 0.88269  0.21
7 N -0.25454 -1.22512 -0.68168  -0.03
8 O -0.48927 2.78231 -0.85827  0.14
9 O -2.63865 1.21700 2.30589  0.21
10 H 1.30230 1.03120 -1.56506  0.11
11 H 1.87939 1.15088 0.21105  0.13
12 H 1.78561 -0.95909 -0.45864  0.11
13 H 0.93708 -0.54074 0.96688  0.12
14 H -1.44060 -2.73716 -0.89153  0.08
15 H 0.21469 -3.21874 0.02920  0.09

---

3.
Formula: C4H8O2
Source: OMol25
Level of theory: the ωB97M-V functional and the def2-TZVPD basis

SMILES string: OC1=CC1.CO
Calculated total energy, hartree: -307.56788
2S+1: 1

Each line ends with the Löwdin charge.
Cartesian coordinates (Å):
1 C -0.86700 -0.40344 -1.78649  -0.17
2 C 0.44085 0.89970 0.96778  -0.38
3 O -0.13626 2.04796 0.61139  0.10
4 C 0.24099 -0.39684 1.65880  -0.08
5 C 1.49938 0.15775 0.98721  0.01
6 O 0.11699 -1.34044 -1.41671  -0.13
7 H -1.36769 0.04970 -0.91563  0.06
8 H -1.62066 -0.94089 -2.36732  0.08
9 H -0.46317 0.40980 -2.40679  0.09
10 H -1.05991 2.02479 0.89565  0.12
11 H 0.17854 -0.42373 2.75207  0.08
12 H -0.31254 -1.20114 1.16265  0.08
13 H 2.54357 -0.02891 0.79994  0.10
14 H 0.80691 -0.85431 -0.94255  0.04

---

4.
Formula: C18H30N4O2
Source: OMol25
Level of theory: the ωB97M-V functional and the def2-TZVPD basis

SMILES string: C[C@@H]1CN(C2CCN(Cc3nc(CC4CC4)no3)CC2)C[C@H](C)O1
Calculated total energy, hartree: -1073.32835
2S+1: 1

Each line ends with the Löwdin charge.
Cartesian coordinates (Å):
1 C 3.89422 2.29604 -3.42153  -0.03
2 C 3.75021 1.19787 -2.37745  -0.38
3 C 2.28007 0.84639 -2.11699  -0.14
4 N 2.22036 -0.22469 -1.14095  -0.13
5 C 2.91310 -1.38561 -1.66738  -0.14
6 H 2.87408 -2.19502 -0.93929  0.13
7 C 4.37743 -1.00870 -1.92447  -0.38
8 C 5.16859 -2.17313 -2.50319  -0.03
9 H 6.18962 -1.85914 -2.69915  0.08
10 H 5.17576 -3.00607 -1.80596  0.08
11 H 4.72070 -2.49184 -3.44060  0.08
12 O 4.45341 0.06387 -2.84173  -0.08
13 H 4.81965 -0.68790 -0.96478  0.15
14 H 2.47451 -1.73335 -2.61882  0.14
15 C 0.89443 -0.46299 -0.59088  -0.33
16 C -0.08619 -1.22658 -1.49249  -0.12
17 C -1.44211 -1.32028 -0.80085  -0.19
18 N -1.29805 -2.01676 0.46594  -0.16
19 C -2.55864 -2.38483 1.05778  -0.11
20 C -3.49672 -1.25739 1.35555  -0.31
21 N -3.22685 -0.00469 1.55844  0.21
22 C -4.45744 0.55383 1.76923  -0.35
23 N -5.42170 -0.31636 1.69638  0.13
24 O -4.81098 -1.50591 1.42253  0.04
25 C -4.64234 1.98856 2.09192  -0.10
26 C -4.31371 2.22604 3.55382  -0.30
27 C -2.87961 2.29523 3.98125  -0.12
28 C -3.72100 3.53525 3.97745  -0.12
29 H -3.53198 4.27769 3.21710  0.10
30 H -4.02674 3.95387 4.92404  0.10
31 H -2.12417 2.18670 3.21862  0.09
32 H -2.60230 1.86230 4.93013  0.10
33 H -5.01345 1.75128 4.23070  0.14
34 H -3.96963 2.57597 1.46552  0.13
35 H -5.67678 2.26635 1.88535  0.12
36 H -2.35932 -2.91667 1.99548  0.14
37 H -3.08013 -3.07744 0.38835  0.14
38 C -0.41676 -1.28995 1.36636  -0.19
39 C 0.97470 -1.19960 0.74764  -0.12
40 H 1.35325 -2.21022 0.59670  0.11
41 H 1.65075 -0.67046 1.41900  0.12
42 H -0.36542 -1.84093 2.30887  0.12
43 H -0.80176 -0.28089 1.57532  0.11
44 H -2.13763 -1.88824 -1.42552  0.13
45 H -1.85185 -0.30610 -0.65980  0.12
46 H 0.28805 -2.23503 -1.67092  0.12
47 H -0.20201 -0.71838 -2.45140  0.12
48 H 0.47252 0.53116 -0.39487  0.15
49 H 1.76547 1.72303 -1.71871  0.13
50 H 1.81216 0.56402 -3.07677  0.13
51 H 4.19414 1.52329 -1.41999  0.15
52 H 4.94704 2.49781 -3.59570  0.08
53 H 3.40504 3.20441 -3.08161  0.08
54 H 3.44601 1.97418 -4.35771  0.08

---

5.
Formula: C6H10N2O
Source: OMol25
Level of theory: the ωB97M-V functional and the def2-TZVPD basis

SMILES string: CC(=O)[C@H](N)C1=C[C@@H]1N
Calculated total energy, hartree: -419.27785
2S+1: 1

Each line ends with the Löwdin charge.
Cartesian coordinates (Å):
1 C 0.08758 1.65035 0.50402  -0.32
2 N -1.03228 2.54757 0.59259  0.02
3 C -0.04803 0.20563 0.87882  -0.16
4 C 0.64011 0.86819 1.75671  0.11
5 H -0.75091 3.48192 0.87323  0.07
6 H -1.72223 2.20629 1.25483  0.07
7 H 0.82416 2.01573 -0.20905  0.11
8 H -0.86089 0.21930 -1.42499  0.10
9 H 1.09843 0.90788 2.71729  0.08
10 C 1.30028 -1.57356 -1.43501  -0.01
11 C 0.60476 -1.87671 -0.13957  -0.42
12 C -0.61469 -0.99780 0.17031  -0.30
13 N -1.34720 -0.61353 -1.01832  0.05
14 O 0.97807 -2.71227 0.64181  0.10
15 H -2.27280 -0.28438 -0.75853  0.08
16 H -1.26103 -1.55251 0.86001  0.15
17 H 1.55813 -0.51412 -1.48138  0.09
18 H 2.19880 -2.18060 -1.52550  0.09
19 H 0.61973 -1.79738 -2.25728  0.09

---

6.
Formula: C33H66FO15
Source: OMol25
Level of theory: the ωB97M-V functional and the def2-TZVPD basis

Charge: -1
Calculated total energy, hartree: -2525.39728
2S+1: 1

Each line ends with the Löwdin charge.
Cartesian coordinates (Å):
1 C -0.30830 -1.35889 -2.84235  -0.07
2 C 0.51871 -0.13030 -3.26684  -0.34
3 O 1.67494 -0.40135 -3.99241  -0.29
4 C 2.68106 -1.16450 -3.19395  -0.22
5 C 3.96891 -1.03878 -4.00615  -0.24
6 C 4.13781 -1.96110 -5.21221  -0.19
7 F 4.04381 -1.26056 -6.44687  -0.12
8 H -1.36642 -1.16978 -3.04722  0.04
9 H -0.23776 -1.48650 -1.76160  0.05
10 H 0.03024 -2.28666 -3.29897  0.07
11 H 0.78979 0.42674 -2.35611  0.09
12 H -0.11276 0.50668 -3.90180  0.10
13 H 2.35299 -2.22101 -3.24600  0.03
14 H 4.08623 -0.01312 -4.36700  0.09
15 H 4.79200 -1.21908 -3.30696  0.08
16 H 5.12257 -2.43998 -5.23185  0.09
17 H 3.37336 -2.73962 -5.22104  0.10
18 O 0.56420 -3.01274 0.16915  0.11
19 C -0.44248 -3.12914 0.80340  -0.52
20 O -1.04553 -2.01238 1.27544  0.00
21 C -2.35047 -2.02447 1.85568  -0.24
22 C -2.33399 -2.41421 3.32052  -0.07
23 C -1.02948 -4.48711 1.13074  0.01
24 H -3.02184 -2.65294 1.26797  0.11
25 H -2.70721 -1.00237 1.74100  0.12
26 H -1.96156 -3.42657 3.47092  0.06
27 H -3.34200 -2.35552 3.73601  0.08
28 H -1.68601 -1.74745 3.88831  0.09
29 H -0.49668 -4.89361 1.99009  0.09
30 H -0.86052 -5.13529 0.27473  0.09
31 H -2.09470 -4.47907 1.34718  0.06
32 O 5.50805 1.09540 -1.95080  0.07
33 C 4.65242 0.97261 -1.11505  -0.54
34 O 4.91277 0.20127 -0.03748  -0.01
35 C 3.97994 0.04902 1.03819  -0.24
36 C 2.94176 -1.01561 0.74552  -0.07
37 C 3.28033 1.55221 -1.30887  -0.01
38 H 3.52723 1.01076 1.29047  0.11
39 H 4.58958 -0.24605 1.89235  0.10
40 H 2.33330 -0.76807 -0.12461  0.06
41 H 2.28496 -1.14563 1.60881  0.07
42 H 3.42743 -1.96478 0.52510  0.08
43 H 2.74990 0.84957 -1.96587  0.04
44 H 3.38321 2.51351 -1.81020  0.09
45 H 2.71127 1.70066 -0.39352  0.07
46 O -1.95686 -3.76761 6.20428  0.11
47 C -3.02513 -3.85575 6.73705  -0.52
48 O -3.63510 -2.72118 7.15134  0.00
49 C -4.96950 -2.69970 7.66000  -0.24
50 C -5.02685 -3.04507 9.13377  -0.07
51 C -3.66943 -5.19672 7.01337  0.01
52 H -5.61939 -3.33951 7.06088  0.11
53 H -5.30476 -1.67560 7.50437  0.12
54 H -4.67368 -4.05868 9.32384  0.07
55 H -6.04987 -2.96342 9.50263  0.08
56 H -4.39413 -2.36327 9.70152  0.08
57 H -3.22615 -5.61047 7.91857  0.09
58 H -3.43790 -5.85567 6.18085  0.09
59 H -4.74925 -5.16583 7.13162  0.07
60 O -5.16958 -0.92384 -0.65720  0.08
61 C -5.25197 -0.23088 -1.63934  -0.53
62 O -4.15812 -0.02523 -2.38451  0.00
63 C -4.18958 0.66278 -3.64537  -0.22
64 C -4.15800 2.16263 -3.45007  -0.06
65 C -6.54366 0.46907 -2.00258  0.02
66 H -5.04307 0.33677 -4.24245  0.11
67 H -3.29076 0.34054 -4.16772  0.12
68 H -5.02720 2.52290 -2.90297  0.04
69 H -4.12699 2.67292 -4.41343  0.09
70 H -3.27124 2.44021 -2.88000  0.09
71 H -6.62279 1.37742 -1.40719  0.08
72 H -7.36763 -0.19386 -1.74872  0.09
73 H -6.63206 0.73963 -3.05025  0.07
74 O 0.87943 3.50617 -6.27969  0.08
75 C 1.92786 2.93711 -6.43628  -0.51
76 O 2.99400 3.69480 -6.81990  -0.02
77 C 4.31933 3.15868 -6.86523  -0.24
78 C 4.59932 2.41711 -8.15629  -0.07
79 C 2.09672 1.45109 -6.29242  0.02
80 H 4.51288 2.53772 -5.99032  0.12
81 H 4.96969 4.03023 -6.78772  0.12
82 H 3.94768 1.55145 -8.26595  0.07
83 H 5.63335 2.07064 -8.17673  0.08
84 H 4.43055 3.07508 -9.01059  0.07
85 H 1.75449 0.97568 -7.21277  0.11
86 H 1.50814 1.07301 -5.45780  0.07
87 H 3.11453 1.13298 -6.09633  0.05
88 O 4.98553 -0.32857 5.14591  0.11
89 C 6.13004 -0.07117 4.89678  -0.53
90 O 6.62306 -0.39740 3.68772  -0.01
91 C 7.91457 0.00716 3.22594  -0.23
92 C 9.01124 -0.91652 3.71371  -0.07
93 C 7.04620 0.54627 5.93239  0.01
94 H 8.10416 1.05013 3.48528  0.11
95 H 7.84035 -0.04080 2.14109  0.13
96 H 9.09290 -0.91054 4.80127  0.06
97 H 9.97182 -0.61440 3.29536  0.08
98 H 8.80076 -1.93962 3.40335  0.08
99 H 7.40525 -0.24578 6.58873  0.09
100 H 6.46148 1.24806 6.52126  0.09
101 H 7.90021 1.07683 5.51977  0.06
102 O -6.85972 3.94144 -2.14708  0.10
103 C -6.61453 4.44719 -1.08534  -0.52
104 O -5.41584 4.19286 -0.52971  0.00
105 C -4.94487 4.83099 0.66129  -0.23
106 C -5.45177 4.14454 1.91180  -0.06
107 C -7.63086 5.28135 -0.34043  0.01
108 H -5.18374 5.89564 0.64503  0.11
109 H -3.86140 4.74861 0.60351  0.13
110 H -6.53921 4.18828 1.98386  0.07
111 H -5.02949 4.61682 2.79904  0.08
112 H -5.16250 3.09395 1.90322  0.09
113 H -8.31203 4.60804 0.17895  0.10
114 H -8.19637 5.85306 -1.07148  0.09
115 H -7.20362 5.97511 0.37860  0.07

---

7.
Formula: C9H14O
Source: OMol25
Level of theory: the ωB97M-V functional and the def2-TZVPD basis

SMILES string: Cc1ccc(O)cc1.CC
Calculated total energy, hartree: -426.53673
2S+1: 1

Each line ends with the Löwdin charge.
Cartesian coordinates (Å):
1 C -2.74743 -0.25485 -0.99321  -0.15
2 C -1.83519 -1.33208 -0.37506  -0.17
3 H -3.49513 -0.86321 -1.53039  0.07
4 H -3.50932 0.21779 -0.37962  0.06
5 H -2.14045 0.48296 -1.49093  0.04
6 H -0.79518 -1.01891 -0.40219  0.03
7 H -1.80716 -2.28394 -0.91959  0.06
8 H -2.07206 -1.61935 0.66341  0.07
9 C -0.54427 1.15111 1.94711  -0.06
10 C 2.53540 -0.47998 0.39055  -0.02
11 C 1.59909 -0.09026 1.35907  -0.03
12 C 2.34228 -0.09638 -0.91006  -0.32
13 C 0.51125 0.71882 0.98961  -0.31
14 C 1.26716 0.66634 -1.31285  -0.01
15 C 0.30625 1.00163 -0.35483  -0.10
16 O 3.21621 -0.48900 -1.90812  0.03
17 H 3.39818 -1.04120 0.72750  0.11
18 H 1.78935 -0.19644 2.42709  0.11
19 H 3.91194 -1.07762 -1.60913  0.10
20 H 1.06704 1.11454 -2.27954  0.12
21 H -1.43163 0.51800 1.78922  0.07
22 H -0.79477 2.21123 1.84987  0.08
23 H -0.41693 1.74868 -0.68910  0.12
24 H -0.35463 1.01212 3.01119  0.07

---

no.,gap between HOMO and LUMO (Eh),strongest force on any atom (eV/A),molar mass (g mol⁻¹)
1,0.3394,3.34,116.21
2,0.3814,4.05,126.11
3,0.3579,0.46,88.11
4,0.3393,1.23,334.46
5,0.3548,1.96,126.16
6,0.1163,0.71,721.87
7,0.3427,2.25,138.21